1.
Entry from the OMol25 dataset: a structure of composition C3H5NO2 (the ωB97M-V functional and the def2-TZVPD basis).

Calculated values
HOMO level ... -8.195 eV

```
! RIJCOSX wB97M-V def2-TZVPD def2/J DEFGRID3
* xyz 0 1
O -1.0914 1.5729 -0.0610
O -0.5645 -1.4271 0.7963
N 1.1499 -1.2857 -0.6814
C 0.1665 -0.7509 0.1029
C -1.5043 1.0682 1.0904
C 0.1888 0.8186 0.0189
H 1.6191 -0.7391 -1.3847
H 1.2081 -2.2913 -0.7576
H -2.5609 0.7751 0.9804
H 0.5866 1.0697 -0.9502
H 0.8024 1.1895 0.8461
*
```

Atomic partial charges in e from the natural (NBO) method, atoms 1 to 8: -0.495, -0.569, -0.822, 0.647, 0.129, -0.201, 0.394, 0.409

2.
Entry from the OMol25 dataset: the ion C4H2ClN2O2 with charge -1 (the ωB97M-V functional and the def2-TZVPD basis).

Calculated values
HOMO level ... -4.056 eV

```
! RIJCOSX wB97M-V def2-TZVPD def2/J DEFGRID3
* xyz -1 1
Cl 0.8900 -1.4249 1.7599
O -2.2523 -1.9341 0.2661
O -2.8332 0.1041 1.0529
N 1.5926 0.3682 -0.0901
N -0.2812 0.8789 -1.1501
C -2.2015 -0.7530 0.4922
C -0.5991 -0.0459 -0.1873
C 0.5550 -0.3598 0.4676
C 1.0011 1.0925 -1.0744
H 2.5690 0.2999 0.1524
H 1.5596 1.7741 -1.6892
*
```

Atomic partial charges in e from the natural (NBO) method, atoms 1 to 8: -0.012, -0.720, -0.716, -0.562, -0.480, 0.875, -0.064, -0.028

3.
Entry from the OMol25 dataset: a cluster of 2 separate species, CHF2IO in total (the ωB97M-V functional and the def2-TZVPD basis).

Calculated values
Expectation value of S² ... 2.01
HOMO level (spin up / spin down) ... -7.160 / -10.556 eV

```
! RIJCOSX wB97M-V def2-TZVPD def2/J DEFGRID3
* xyz 0 3
I -2.8549 0.1780 0.1054
F -0.7750 -1.5613 1.5838
F -1.5155 -1.9722 -1.0023
O -0.1287 -0.1789 -0.6734
C -1.1923 -0.8479 -0.3043
H 0.7507 -0.6300 -0.6336
*
```

Need the natural (NBO) charges? In units of e they are: 0.356, -0.192, -0.363, -0.728, 0.411, 0.516

4.
Entry from the OMol25 dataset: an isolated molecule of C5H7NO (the ωB97M-V functional and the def2-TZVPD basis).

Calculated values
HOMO level (spin up / spin down) ... -8.720 / -9.230 eV

```
! RIJCOSX wB97M-V def2-TZVPD def2/J DEFGRID3
* xyz 0 1
O 2.1806 -0.8100 0.2860
N 2.0128 1.4822 -0.2161
C 2.6821 0.5084 0.0874
C -1.3126 0.4052 -0.6679
C 0.9150 -1.0640 -0.2299
C 0.0494 0.1110 -0.1623
C -0.9573 0.6734 0.7245
H 0.2511 -1.8077 0.2899
H -0.9345 1.6293 1.0277
H 0.9606 -1.4061 -1.2843
H 3.7465 0.2900 0.4190
H -1.8894 -0.4602 -0.8225
H -1.5179 0.0478 1.3610
H -1.6259 1.2851 -1.3783
*
```

Atomic partial charges in e from the natural (NBO) method, atoms 1 to 8: -0.530, -0.425, 0.259, -0.462, -0.151, 0.252, -0.470, 0.227

5.
Entry from the OMol25 dataset: a cluster of 2 separate species, CH4O3 in total (the ωB97M-V functional and the def2-TZVPD basis).

Calculated values
HOMO level (spin up / spin down) ... -8.966 / -8.965 eV

```
! RIJCOSX wB97M-V def2-TZVPD def2/J DEFGRID3
* xyz 0 1
O -1.7563 0.0641 0.4843
O -2.7290 -0.2604 -0.3956
O 1.4888 -0.9821 0.4429
C -0.5429 0.2417 0.1223
H -0.3481 0.0805 -0.8906
H 1.8943 -0.9330 1.2317
H 2.1415 -1.5454 0.1057
H -0.0584 0.6620 0.9758
*
```

Need the natural (NBO) charges? In units of e they are: -0.097, -0.466, -0.912, 0.166, 0.191, 0.460, 0.470, 0.187

6.
Entry from the OMol25 dataset: a structure of composition C21H10BrF4OPPdS4 (the ωB97M-V functional and the def2-TZVPD basis).

Calculated values
HOMO level (spin up / spin down) ... -6.883 / -6.884 eV

```
! RIJCOSX wB97M-V def2-TZVPD def2/J DEFGRID3
* xyz 0 1
Pd 1.4004 -1.0453 1.5641
Br 2.8344 -2.2931 -0.2362
S -0.1922 -0.2844 3.1247
S 2.3023 -1.7230 6.3117
S -0.1508 -0.0936 6.0748
S 2.6777 -1.8912 3.3757
P 0.2267 -0.1471 -0.2103
F 1.2140 0.3145 -5.2996
F 3.9031 -2.6291 -2.9406
F -0.1730 0.8843 -3.1701
F 3.2264 -1.4506 -5.2145
O 0.9854 -0.7189 8.3724
C 1.0213 -0.8437 7.1739
C -2.3729 -0.2368 -1.3399
C 2.5584 -1.1626 -4.1155
C 1.0301 2.4589 -0.8125
C 0.0294 1.6548 -0.2649
C -3.6116 -0.8140 -1.5945
C -1.8030 -2.0755 0.0924
C -1.0451 2.2524 0.3931
C -0.1534 4.4345 -0.1113
C -1.1332 3.6409 0.4694
C 0.8240 0.0173 -3.0077
C 0.5824 -0.6556 4.5986
C 2.2140 -1.4279 -1.7809
C -3.9453 -2.0311 -1.0072
C -3.0396 -2.6629 -0.1689
C 1.1453 -0.5402 -1.7779
C 0.9358 3.8433 -0.7457
C -1.4474 -0.8623 -0.4953
C 1.7293 -1.3837 4.7061
C 2.9011 -1.7524 -2.9254
C 1.5262 -0.2702 -4.1571
H 1.7147 4.4606 -1.1821
H -3.2940 -3.6055 0.3031
H 1.8916 2.0131 -1.3012
H -0.2306 5.5152 -0.0616
H -4.3170 -0.3107 -2.2502
H -1.1360 -2.5600 0.7586
H -2.1284 0.7150 -1.8016
H -4.9167 -2.4790 -1.1956
H -1.9693 4.0989 0.9894
H -1.8143 1.6467 0.8602
*
```

Atomic partial charges in e from the natural (NBO) method, atoms 1 to 8: 0.318, 0.248, -0.061, 0.346, 0.336, -0.159, 0.968, -0.270

7.
Entry from the OMol25 dataset: a cluster of 3 separate species, C5H16O2 in total (the ωB97M-V functional and the def2-TZVPD basis).

Calculated values
HOMO level ... -10.506 eV

```
! RIJCOSX wB97M-V def2-TZVPD def2/J DEFGRID3
* xyz 0 1
O -4.6233 3.0486 -2.3781
O 4.8399 -5.0148 0.4711
C 0.1841 0.0754 -1.1932
C -0.5762 0.0170 0.1181
C 0.7577 1.5330 -1.3596
C 0.1776 0.2476 1.4188
C -0.4895 -0.3793 2.6494
H 1.1635 -0.2664 1.3212
H -1.4617 0.1628 2.7539
H -1.3808 0.8058 0.0334
H -5.3025 3.0305 -1.6952
H 1.7749 1.5370 -1.7247
H -3.7961 3.5265 -2.3375
H -1.2182 -0.8586 0.2288
H 0.4480 2.0996 -0.4929
H 3.9462 -4.9121 0.7829
H 1.0804 -0.5387 -1.3628
H 0.5439 1.2534 1.5772
H 0.2535 1.8441 -2.2754
H -0.9053 -1.3389 2.3512
H 4.9403 -5.2673 -0.4414
H 0.0756 -0.2424 3.5574
H -0.4318 -0.3629 -2.0029
*
```

Atomic partial charges in e from the natural (NBO) method, atoms 1 to 8: -0.991, -0.959, -0.402, -0.403, -0.629, -0.403, -0.608, 0.187

8.
Entry from the OMol25 dataset: a structure of composition C39H33AsF4N13P2S4Tl (the ωB97M-V functional and the def2-TZVPD basis).

Calculated values
HOMO level ... -3.108 eV

```
! RIJCOSX wB97M-V def2-TZVPD def2/J DEFGRID3
* xyz -2 1
Tl 0.8813 -0.6805 0.1847
As 3.2119 -2.3957 1.8392
S 2.3560 -3.3162 3.5290
S 2.5202 -0.2027 1.8907
S 1.9620 -2.9780 0.0561
S 5.2493 -2.4547 1.4241
P -3.4399 0.0223 -1.2856
P -1.2908 -2.8269 0.6615
F -1.1810 4.0593 -4.6195
F 0.9578 6.2347 0.2373
F 1.5577 3.8654 0.3865
F -1.1938 6.4073 -3.8541
N -0.6305 0.2119 2.3414
N -1.6736 -5.3093 1.8394
N -1.4911 0.8301 -5.0149
N 0.8500 9.2480 0.0146
N -3.6710 -4.3058 0.8278
N 3.6600 3.6867 -2.0297
N -6.5778 6.2895 0.0061
N 1.5427 1.9634 -1.5214
N -1.9068 -5.2355 -0.5983
N -0.6952 2.4065 0.6474
N -2.8743 -0.5770 3.7394
N 0.2425 -0.0769 -1.7482
N -0.1041 9.2205 -4.0440
C -2.9881 2.7974 1.1876
C 0.1895 6.2914 -1.9456
C -0.7078 3.5260 -0.0740
C 2.4864 4.0663 -2.3120
C 0.5981 1.0753 -2.0969
C 2.8396 1.6145 -1.1772
C -1.3998 -5.9625 0.5639
C 0.6256 4.0673 -0.6127
C -0.5639 -0.7591 3.2418
C -4.1870 6.1236 0.1005
C -1.6844 -1.1219 3.9746
C -0.0372 1.8926 -3.1801
C 3.8386 2.4881 -1.3351
C -1.8184 2.0441 1.2664
C 0.2087 3.1966 -2.9516
C 0.5754 8.5283 -0.8481
C -3.3313 -4.9976 -0.4131
C -3.1946 -1.0951 -2.7197
C 0.0446 8.5227 -3.1331
C -3.1054 -5.0660 1.9416
C -0.4034 5.6175 -3.1200
C -1.8561 4.2815 -0.2696
C 0.5747 5.5611 -0.8694
C -5.3668 6.8411 -0.0178
C -1.7851 0.8427 2.1554
C 0.2272 7.7401 -1.9702
C 1.2262 3.3372 -1.8462
C -1.1663 -3.9866 -0.7905
C -3.0225 3.9249 0.3860
C -0.8992 -4.0740 1.9825
C -4.2509 4.7425 0.2542
C -2.9218 0.3896 2.8316
C -0.8589 1.3119 -4.1841
C -3.1467 -2.9352 0.8151
C -0.4065 4.3390 -3.5494
C -3.5595 1.6482 -2.1405
C -6.6319 4.9685 0.1488
C -5.5145 4.1601 0.2757
C -5.2590 -0.1884 -1.0174
H -0.1145 -4.2209 -0.9551
H -4.0567 2.3535 -1.4765
H -1.1006 -3.6416 2.9641
H 4.8419 2.2468 -1.0236
H -1.8789 -6.9465 0.5795
H 3.0160 0.6139 -0.8135
H -2.5742 2.0506 -2.3657
H -5.6324 3.0881 0.3666
H -5.6050 0.5919 -0.3363
H -3.4601 -2.4256 1.7310
H -3.8385 -5.9676 -0.4061
H -4.1300 1.5755 -3.0693
H -1.5315 -3.4748 -1.6846
H -3.3107 -4.5322 2.8728
H -5.3327 7.9180 -0.1357
H 0.3991 -1.2549 3.3629
H -3.2377 6.6425 0.0896
H -3.9032 0.8008 2.6410
H -3.3654 -2.1280 -2.4102
H -1.8254 5.1670 -0.8856
H 2.3523 4.9308 -2.9539
H -5.8186 -0.1051 -1.9527
H -5.4834 -1.1512 -0.5571
H -3.5964 -2.3952 -0.0178
H -2.1624 -1.0099 -3.0591
H -0.3220 -6.0940 0.4586
H -3.7080 -4.4152 -1.2579
H -3.8671 -0.8550 -3.5459
H 0.1715 -4.2886 1.9449
H -7.6231 4.5282 0.1576
H -3.8595 2.5356 1.7662
H -3.6123 -6.0356 1.9751
H -1.6256 -1.8852 4.7410
*
```

Atomic partial charges in e from the Mulliken method, atoms 1 to 8: 0.775, 0.398, -0.556, -0.363, -0.416, -0.517, 1.324, 1.494

9.
Entry from the OMol25 dataset: a cluster of 3 separate species, CH6N2O2 in total (the ωB97M-V functional and the def2-TZVPD basis).

Calculated values
HOMO level (spin up / spin down) ... -8.532 / -8.532 eV

```
! RIJCOSX wB97M-V def2-TZVPD def2/J DEFGRID3
* xyz 0 1
O 0.5337 -0.2669 0.4924
O -0.4295 1.8493 0.4788
N 0.6987 -1.5627 0.7552
N -0.3445 1.1540 1.5067
C -0.1700 0.6061 -1.2639
H -1.1842 0.5329 1.5931
H -0.0639 -2.1619 0.4523
H -1.2053 0.2924 -1.2136
H 0.5056 -0.1241 -1.6881
H 0.0310 1.5911 -1.6590
H 1.6285 -1.9102 0.5462
*
```

Atomic partial charges in e from the natural (NBO) method, atoms 1 to 8: -0.408, -0.389, -0.463, 0.020, -0.267, 0.256, 0.338, 0.189

10.
Entry from the OMol25 dataset: the ion C6H7NO6 with charge -2 (the ωB97M-V functional and the def2-TZVPD basis).

Calculated values
HOMO level (spin up / spin down) ... -0.248 / -0.245 eV

```
! RIJCOSX wB97M-V def2-TZVPD def2/J DEFGRID3
* xyz -2 1
O 1.6982 1.0657 -1.1176
O 0.7728 -1.1621 1.5904
O -2.3437 -1.2775 -1.3883
O 0.1331 0.9334 -2.7013
O 0.4596 1.1046 1.6877
O -2.4207 0.8283 -0.6498
N -0.1600 -0.1527 1.3895
C 0.5971 0.7111 -1.5681
C 1.4247 -1.5323 0.3813
C -0.2977 -0.2715 -0.7678
C -1.8367 -0.2245 -0.9509
C -0.5271 2.0902 1.5745
C 0.3489 -1.6259 -0.7019
H 0.7955 -1.9011 -1.6642
H 1.9242 -2.4917 0.5850
H 2.1635 -0.7726 0.0974
H -0.4062 -2.3713 -0.4317
H -0.0058 3.0364 1.4262
H -1.1411 2.1455 2.4916
H -1.1788 1.8680 0.7181
*
```

Atomic partial charges in e from the natural (NBO) method, atoms 1 to 8: -0.780, -0.436, -0.790, -0.752, -0.452, -0.774, 0.032, 0.707

11.
Entry from the OMol25 dataset: a cluster of 6 separate species, C33H51FN2O12P in total (the ωB97M-V functional and the def2-TZVPD basis).

Calculated values
HOMO level ... -10.252 eV

```
! RIJCOSX wB97M-V def2-TZVPD def2/J DEFGRID3
* xyz 1 1
P 1.9350 7.0257 -3.9401
F 0.0938 6.1021 -1.2445
O -7.4284 -1.7771 -0.8215
O 4.1628 -7.3521 7.7977
O -7.0629 0.4798 -0.7642
O 0.9354 -2.0875 2.7579
O 2.6542 -6.3614 6.3930
O 3.0836 6.6494 -2.6829
O -3.2894 -0.7058 0.9290
O 5.5483 0.4344 1.0721
O 4.0719 -1.1329 1.8432
O 1.6424 -4.1831 3.3403
O -3.2884 -1.6404 3.0163
O 2.4290 1.0966 -3.8690
N 0.7396 5.0323 -5.8023
N 2.9639 7.3453 -5.3953
C -3.7050 -1.6031 1.8704
C 2.7208 -7.8984 4.6400
C 3.1733 1.6981 -1.2522
C 0.7836 5.5557 -4.3514
C -0.8390 -1.8694 4.2558
C 0.6395 0.7102 -1.9373
C 3.3558 -8.5377 5.8490
C 1.5080 4.2904 -3.6027
C -4.0616 -0.8808 -0.2579
C 0.9456 -3.2030 3.5452
C 0.0185 -3.0239 4.7090
C 2.7926 1.8131 0.3601
C 1.2621 1.3482 0.7759
C 2.4927 3.5895 -4.7058
C -9.2548 1.2145 -1.0734
C 1.9174 -6.7764 5.2438
C -0.7230 5.6917 -3.6749
C 5.2523 -0.7292 1.2883
C -9.2977 -0.2456 -0.6996
C -4.5974 -2.2864 -0.1802
C 3.2683 2.1873 -4.3746
C 5.1569 -3.0578 1.0965
C -7.8525 -0.6340 -0.7820
C 2.1665 1.1799 -2.4314
C -4.7696 -2.4927 1.3034
C -7.8858 1.6347 -0.6063
C 0.0906 -1.1029 3.3518
C 1.5243 3.7215 -6.0206
C -0.7629 6.6735 -2.3492
C 6.1355 -1.9126 1.0319
C 4.1104 -2.5441 2.0504
C 0.1888 0.7989 -0.3411
C 3.4714 -7.3795 6.7931
H 1.8340 4.3674 -2.4816
H 0.6281 3.4870 -3.5291
H -0.9055 0.4908 -0.0575
H -10.0611 1.8039 -0.6288
H -7.4851 2.4577 -1.2053
H 1.8075 -5.9355 4.5529
H 0.6044 -2.7715 5.5972
H -1.1936 4.6703 -3.3499
H -9.3225 1.3166 -2.1634
H -3.8492 -2.9904 -0.5644
H 3.5020 -7.4870 3.9893
H -0.5775 -3.9232 4.8804
H 4.7112 -3.2162 0.1070
H 0.9643 5.8424 -6.4299
H 3.5810 2.2321 1.1166
H 2.6428 6.4516 -1.8039
H -1.4597 6.1374 -4.5024
H 3.0159 6.4800 -5.9865
H 4.2040 2.4509 -3.7234
H -4.6039 -3.5350 1.5854
H -0.5034 7.7996 -2.5864
H -1.8978 6.6848 -1.9834
H -3.4262 -0.7343 -1.1362
H 6.6099 -1.8452 0.0501
H 3.7070 1.8035 -5.4175
H 4.3709 -2.7366 3.0964
H 3.1255 -2.9738 1.8455
H -7.8783 1.9273 0.4489
H -0.2525 4.6618 -5.8907
H 3.3828 4.3608 -4.8867
H 2.7086 -9.2985 6.2941
H -1.6899 -2.2490 3.6772
H -1.2326 -1.2671 5.0789
H -0.1074 0.3163 -2.7566
H 0.9231 -7.1035 5.5658
H 2.2157 4.0443 -6.9349
H 6.8879 -1.9751 1.8230
H 4.2637 2.0643 -1.5522
H 0.7159 -0.3932 3.9037
H 0.9657 1.4562 1.9062
H 2.1165 -8.5895 4.0463
H -9.6495 -0.3931 0.3252
H -5.7469 -2.1472 1.6516
H 0.7753 2.8574 -6.2917
H -0.4528 -0.5636 2.5705
H -4.8602 -0.1316 -0.2688
H -9.9018 -0.8224 -1.4037
H 5.6072 -4.0005 1.4185
H -5.5186 -2.4282 -0.7515
H 3.9509 7.4457 -5.0113
H 4.3380 -8.9538 5.6133
*
```

Atomic partial charges in e from the Mulliken method, atoms 1 to 8: 0.155, -0.303, -0.597, -0.604, -0.273, -0.172, -0.318, -0.507

These records have electronic energy values of -322.40077 -873.85753 -611.15400 -324.51965 -266.00981 -5916.98496 -350.51867 -7301.03369 -301.39643 -738.88423 -2741.03182 Ha, in the order they appear.